1.
A molecular structure, C29H41AuN4O4STe. Source: OMol25; level of theory: ωB97M-V/def2-TZVPD.

Last column: Löwdin spin population.
Positions of all 81 atoms, in Å:
Au (-1.156, -0.856, -0.579)  0.364
C (-1.828, -5.822, -2.997)  0.000
N (-0.990, -4.880, -2.270)  0.000
C (0.442, -5.148, -2.329)  0.000
C (-1.457, -3.858, -1.556)  0.000
O (-0.708, -3.103, -0.916)  -0.001
C (-2.967, -3.630, -1.513)  0.001
O (-3.138, -2.532, -0.671)  0.008
C (-4.435, -2.045, -0.482)  0.000
C (-4.278, -0.848, 0.455)  0.006
O (-3.156, -0.531, 0.854)  0.056
N (-5.390, -0.187, 0.798)  0.004
C (-5.307, 0.939, 1.721)  0.001
C (-6.726, -0.632, 0.429)  0.001
H (-1.452, -5.922, -4.015)  0.000
H (-2.859, -5.488, -3.051)  0.000
H (-1.799, -6.802, -2.518)  0.000
H (0.783, -5.082, -3.363)  0.000
H (0.641, -6.153, -1.955)  0.000
H (0.970, -4.424, -1.721)  0.000
H (-3.465, -4.520, -1.110)  0.000
H (-3.357, -3.437, -2.519)  0.000
H (-5.081, -2.801, -0.020)  0.000
H (-4.888, -1.737, -1.432)  0.000
H (-4.264, 1.152, 1.925)  0.000
H (-5.818, 0.699, 2.655)  0.000
H (-5.779, 1.813, 1.272)  0.000
H (-6.751, -1.030, -0.583)  0.000
H (-7.393, 0.226, 0.457)  0.000
H (-7.106, -1.386, 1.123)  0.000
S (1.151, -0.460, -1.630)  0.155
C (0.537, 0.118, -3.102)  0.012
N (0.108, 0.471, -4.114)  0.015
C (-2.991, 1.389, -2.140)  0.010
C (-1.786, 1.965, -1.427)  0.022
O (-1.466, 3.154, -1.558)  0.041
N (-1.070, 1.164, -0.604)  0.253
Te (1.117, 1.862, -0.584)  0.008
C (3.326, 1.952, -0.630)  0.017
C (3.878, 2.736, 0.396)  0.001
C (3.074, 3.447, 1.464)  0.000
C (5.255, 2.941, 0.435)  0.001
C (6.104, 2.432, -0.533)  -0.001
C (7.588, 2.649, -0.475)  0.000
C (5.522, 1.757, -1.600)  0.001
C (4.154, 1.528, -1.681)  0.001
C (3.657, 0.887, -2.955)  0.010
C (0.974, 1.251, 1.437)  0.002
C (0.064, 1.998, 2.189)  0.000
C (-0.694, 3.191, 1.671)  0.001
C (-0.115, 1.665, 3.529)  0.000
C (0.578, 0.626, 4.124)  0.000
C (0.378, 0.276, 5.571)  0.000
C (1.479, -0.092, 3.344)  0.000
C (1.700, 0.191, 2.002)  0.000
C (2.694, -0.674, 1.272)  0.000
H (-3.604, 2.202, -2.522)  0.002
H (-3.574, 0.768, -1.458)  0.001
H (-2.663, 0.773, -2.981)  0.001
H (2.120, 3.837, 1.096)  0.000
H (3.634, 4.309, 1.823)  0.000
H (2.864, 2.807, 2.321)  0.000
H (5.666, 3.543, 1.238)  0.000
H (7.867, 3.258, 0.383)  0.000
H (7.944, 3.149, -1.377)  0.000
H (8.116, 1.697, -0.400)  0.000
H (6.153, 1.420, -2.415)  0.000
H (4.404, 1.004, -3.738)  0.001
H (2.738, 1.347, -3.323)  0.001
H (3.480, -0.182, -2.838)  0.004
H (-0.685, 3.317, 0.587)  0.000
H (-0.294, 4.105, 2.116)  0.000
H (-1.744, 3.118, 1.955)  0.000
H (-0.812, 2.251, 4.119)  0.000
H (-0.358, 0.928, 6.039)  0.000
H (1.313, 0.367, 6.125)  0.000
H (0.036, -0.755, 5.676)  0.000
H (2.032, -0.908, 3.795)  0.000
H (3.269, -1.253, 1.993)  0.000
H (3.394, -0.096, 0.670)  0.000
H (2.199, -1.404, 0.629)  0.000

Properties
Strongest force on any atom, Eh/bohr: 0.0112
Charge: +1
Energy relative to the best compared isomer or geometry (same formula, charge and spin), eV: 2.123
Spin multiplicity: 2
HOMO energy (spin up / spin down), eV: -10.245 / -10.405
E, hartree: -2451.2096
Orbital gap (spin up / spin down), hartree: 0.247 / 0.230

2.
A single C4H6ClN2P molecule in a non-equilibrium geometry. Source: OMol25; level of theory: ωB97M-V/def2-TZVPD.

Last column: Mulliken charge in e.
Positions of all 14 atoms, in Å:
C (0.575, -2.149, 0.521)  -1.104
C (0.508, -0.745, 0.128)  0.359
N (-0.654, -0.161, 0.177)  -0.764
N (-0.581, 1.057, -0.281)  0.530
C (-1.648, 1.971, -0.266)  -0.665
P (1.002, 1.610, -0.815)  -0.156
C (1.578, -0.001, -0.436)  0.278
Cl (3.169, -0.548, -0.516)  -0.194
H (0.967, -2.129, 1.477)  0.335
H (1.242, -2.793, -0.099)  0.301
H (-0.435, -2.684, 0.725)  0.294
H (-2.528, 1.573, -0.702)  0.299
H (-1.971, 2.152, 0.826)  0.261
H (-1.225, 2.846, -0.738)  0.227

Properties
Strongest force on any atom, Eh/bohr: 0.0692
Charge: 0
Energy relative to the best compared isomer or geometry (same formula, charge and spin), eV: 0.169
Spin multiplicity: 1
HOMO energy, eV: -8.922
E, hartree: -1067.0399
Orbital gap, hartree: 0.341

3.
A single C5H8N2O molecule. Source: OMol25; level of theory: ωB97M-V/def2-TZVPD.

Last column: Mulliken charge in e.
Positions of all 16 atoms, in Å:
C (1.286, 0.998, -0.606)  -0.413
C (1.114, -1.145, 0.836)  -1.316
C (-0.947, 0.095, -0.029)  0.708
C (0.482, -0.051, 0.068)  0.366
N (-1.714, -1.073, -0.304)  -0.563
C (-1.469, 1.457, -0.338)  -0.013
O (0.617, 2.128, -0.230)  -0.696
N (-1.753, 1.120, 0.828)  -0.582
H (-1.238, -1.794, -0.825)  0.267
H (-2.216, -1.442, 0.494)  0.216
H (2.333, 0.960, -0.249)  0.331
H (1.338, 0.793, -1.701)  0.235
H (-1.767, 2.150, -1.111)  0.368
H (0.407, -1.877, 1.221)  0.364
H (1.901, -1.642, 0.257)  0.375
H (1.623, -0.677, 1.688)  0.354

Properties
Strongest force on any atom, Eh/bohr: 0.0105
Charge: 0
Energy relative to the best compared isomer or geometry (same formula, charge and spin), eV: 5.820
Spin multiplicity: 1
HOMO energy (spin up / spin down), eV: -8.418 / -8.434
E, hartree: -379.8743
Orbital gap (spin up / spin down), hartree: 0.268 / 0.268

4.
2 unconnected molecules or ions with the total composition C3H10N3O in a non-equilibrium geometry. Source: OMol25; level of theory: ωB97M-V/def2-TZVPD.

Last column: Mulliken charge in e.
Positions of all 17 atoms, in Å:
C (0.181, 1.617, -2.537)  0.161
N (-0.827, 2.460, -2.376)  -0.299
O (0.061, 0.366, -2.525)  -0.682
H (1.154, 2.130, -2.654)  0.340
H (-1.790, 2.214, -2.171)  0.243
H (-0.588, 3.468, -2.487)  0.245
C (0.700, -1.022, 2.900)  -0.785
N (-0.030, -1.493, 1.717)  -0.116
C (0.104, -0.895, 0.604)  0.205
N (-0.460, -1.287, -0.521)  -0.291
H (1.052, -1.807, 3.598)  0.312
H (0.062, -0.314, 3.427)  0.328
H (1.563, -0.428, 2.586)  0.291
H (-0.456, -2.390, 1.723)  0.251
H (0.742, -0.010, 0.556)  0.226
H (-1.188, -1.950, -0.502)  0.199
H (-0.281, -0.659, -1.339)  0.372

Properties
Strongest force on any atom, Eh/bohr: 0.0544
Charge: +1
Energy relative to the best compared isomer or geometry (same formula, charge and spin), eV: 0.968
Spin multiplicity: 1
HOMO energy, eV: -14.120
E, hartree: -359.6043
Orbital gap, hartree: 0.414

5.
A molecular structure, C23H43N2O2P3Sc in a non-equilibrium geometry. Source: OMol25; level of theory: ωB97M-V/def2-TZVPD.

Last column: Mulliken charge in e.
Positions of all 74 atoms, in Å:
Sc (-0.317, 0.344, -0.341)  -0.477
P (1.479, -1.082, 1.886)  0.872
P (1.857, 1.965, 0.183)  1.342
P (-0.886, -2.537, -0.200)  1.269
H (0.379, 2.111, -4.395)  0.292
C (-0.669, 1.799, -4.435)  -0.533
C (-1.598, 2.263, -3.601)  -0.676
H (-1.431, 3.142, -2.975)  0.387
C (3.006, -1.836, 1.242)  -1.298
C (2.125, -0.002, 3.227)  -1.344
C (0.915, -2.449, 2.993)  -1.037
C (1.230, 3.191, -0.992)  -1.469
C (2.292, 3.054, 1.591)  -1.275
C (3.458, 1.491, -0.602)  -1.407
C (-2.079, -2.925, -1.505)  -1.506
C (-1.697, -3.552, 1.096)  -1.376
C (0.507, -3.577, -0.806)  -1.401
H (-0.989, 1.157, -5.271)  0.355
H (-2.599, 1.832, -3.573)  0.321
H (3.546, -2.238, 2.097)  0.514
H (3.610, -1.093, 0.727)  0.224
H (2.772, -2.636, 0.543)  0.301
H (2.478, -0.648, 4.043)  0.588
H (1.335, 0.660, 3.610)  0.296
H (2.968, 0.599, 2.871)  0.449
H (1.803, -2.808, 3.546)  0.596
H (0.482, -3.291, 2.429)  0.053
H (0.159, -2.114, 3.727)  0.359
H (2.079, 3.823, -1.268)  0.555
H (0.466, 3.804, -0.499)  0.403
H (0.809, 2.728, -1.895)  0.292
H (3.188, 3.639, 1.320)  0.475
H (2.537, 2.411, 2.445)  0.240
H (1.479, 3.739, 1.895)  0.354
H (3.818, 2.391, -1.126)  0.519
H (3.293, 0.686, -1.336)  0.278
H (4.199, 1.153, 0.139)  0.402
H (-2.533, -3.921, -1.407)  0.595
H (-1.586, -2.854, -2.488)  0.354
H (-2.845, -2.145, -1.377)  0.342
H (-2.426, -4.204, 0.606)  0.468
H (-2.237, -2.890, 1.778)  0.425
H (-0.967, -4.159, 1.634)  0.506
H (0.121, -4.383, -1.447)  0.512
H (1.025, -3.999, 0.065)  0.452
H (1.182, -2.934, -1.388)  0.282
C (-0.716, -0.582, -3.223)  0.400
C (0.501, -0.958, -3.799)  -0.004
C (0.448, -1.668, -4.983)  -0.603
C (-0.786, -2.052, -5.556)  -0.498
C (-1.998, -1.644, -4.982)  -0.767
C (-1.952, -1.037, -3.733)  -0.433
O (-0.791, 0.243, -2.194)  0.183
H (1.203, -0.494, -1.080)  0.046
H (1.392, -0.542, -3.349)  0.501
H (1.377, -1.760, -5.531)  0.482
H (-0.817, -2.651, -6.479)  0.492
H (-2.965, -1.820, -5.487)  0.518
H (-2.817, -1.076, -3.087)  0.583
N (-2.389, 4.504, 4.472)  -0.344
C (-1.872, 4.001, 3.309)  0.401
O (-1.529, 4.761, 2.399)  -0.573
C (-1.705, 2.523, 3.171)  0.194
C (-2.032, 1.603, 4.174)  -0.608
C (-1.865, 0.244, 3.915)  -1.136
C (-1.478, -0.192, 2.636)  -0.042
N (-1.114, 0.703, 1.668)  0.464
C (-1.296, 2.035, 1.918)  -0.129
H (-2.871, 5.393, 4.478)  0.283
H (-2.535, 3.912, 5.270)  0.137
H (-2.421, 1.876, 5.161)  0.327
H (-2.070, -0.500, 4.696)  0.510
H (-1.521, -1.264, 2.362)  0.002
H (-1.118, 2.737, 1.084)  0.740

Properties
Strongest force on any atom, Eh/bohr: 0.0546
Charge: +3
Energy relative to the best compared isomer or geometry (same formula, charge and spin), eV: 2.272
Spin multiplicity: 1
HOMO energy (spin up / spin down), eV: -16.992 / -16.935
E, hartree: -2945.9177
Orbital gap (spin up / spin down), hartree: 0.166 / 0.203

6.
A single CH4NO2PS molecule in a non-equilibrium geometry. Source: OMol25; level of theory: ωB97M-V/def2-TZVPD.

Last column: Mulliken charge in e.
Positions of all 10 atoms, in Å:
N (-1.055, 1.132, -0.396)  -0.489
P (0.356, 0.325, -0.083)  0.378
O (0.822, -0.103, -1.542)  -0.491
S (1.913, 2.011, 1.129)  -0.380
C (0.026, -1.252, 0.718)  0.140
O (0.514, -2.259, 0.269)  -0.407
H (-1.169, 2.005, 0.078)  0.286
H (-1.922, 0.607, -0.350)  0.259
H (1.013, -1.079, -1.562)  0.381
H (-0.500, -1.387, 1.738)  0.323

Properties
Strongest force on any atom, Eh/bohr: 0.0968
Charge: 0
Energy relative to the best compared isomer or geometry (same formula, charge and spin), eV: 2.267
Spin multiplicity: 1
HOMO energy, eV: -8.424
E, hartree: -985.2313
Orbital gap, hartree: 0.257